No. 1
DFT (ωB97M-V/def2-TZVPD) results for a structure of composition C25H31BrN4O5PPt.

Geometry as XYZ:
```
68
Properties=species:S:1:pos:R:3:mulliken_charge:R:1
Pt -0.20393 0.88942 0.48432 1.79
Br -1.64553 -1.38128 0.33034 -0.09
P 0.03760 1.04021 2.88896 0.61
O -3.71997 5.38467 -0.46026 -0.36
O -1.19753 0.87021 3.82218 -0.28
O -1.88964 2.10165 1.43276 -0.78
O 1.16519 0.06767 3.34478 0.02
O 0.44502 2.52158 3.22258 -0.35
N -1.34305 2.19635 -0.99196 0.18
N 0.59558 0.54239 -1.59074 -0.05
N 1.00494 -1.21748 0.81895 -0.02
N -2.19483 3.17698 -0.56895 -0.99
C 1.79932 0.12136 4.69221 -0.22
C -2.36495 3.06255 0.70609 0.35
C 1.30059 3.30260 2.33692 0.16
C 2.76032 3.04690 2.61554 -1.07
C -3.37583 3.91575 2.77925 -0.25
C 1.26340 -0.97319 5.57463 -1.14
C -4.83746 5.89945 2.91515 -0.62
C -4.69642 6.08707 1.57916 -0.74
C 0.05295 -2.11902 0.81892 0.39
C 1.69873 -0.14130 -1.89647 0.14
C -1.89693 -0.41115 4.01037 0.07
C -3.32035 -0.28098 3.54098 -1.34
C 0.03807 0.62419 -3.91770 -0.94
C 2.23535 -1.60358 1.19087 -0.22
C 3.92714 -3.31671 1.93016 -1.58
C -0.20572 0.94590 -2.60366 0.84
C -4.17341 4.81452 3.53113 -0.83
C 1.17352 -0.12199 -4.22627 -0.27
C 2.02545 -0.48378 -3.20222 -1.03
C -1.27086 1.86869 -2.21771 -0.40
C 0.20195 -3.44562 1.15077 -0.79
C -3.21099 4.06514 1.43337 0.00
C -3.87749 5.19088 0.81009 1.27
C 2.53288 -2.91080 1.54052 0.29
C 1.48338 -3.83282 1.51474 -0.38
H -0.63632 0.96661 -4.69142 0.45
H 3.92736 -3.80277 2.90591 0.40
H -1.83146 -0.62060 5.07337 0.29
H 4.59809 -2.46056 1.97169 0.40
H 1.63670 1.11482 5.10673 0.35
H 2.85918 -0.00156 4.48703 0.37
H -4.28076 4.66367 4.59744 0.49
H 1.39325 -0.38808 -5.25180 0.48
H 1.26251 -1.93017 5.05187 0.27
H -3.86261 0.44324 4.14849 0.35
H 4.33269 -4.03134 1.21296 0.40
H 2.98876 3.24625 3.66190 0.34
H -0.62613 -4.14070 1.12900 0.53
H -2.88221 3.08780 3.27192 0.55
H 3.00068 -0.83558 1.20862 0.37
H -5.18636 6.91062 1.07078 0.35
H -3.36390 0.02472 2.49544 0.21
H 1.02171 4.33673 2.51782 0.39
H -5.44840 6.56993 3.50451 0.46
H 0.25915 -0.75528 5.93308 0.23
H -4.21227 6.15763 -0.78859 0.42
H -1.92194 2.32925 -2.95586 0.49
H 3.37118 3.71141 2.00404 0.44
H 2.94066 -1.02556 -3.39580 0.44
H -3.82088 -1.24447 3.64447 0.43
H 3.03909 2.01517 2.38886 0.10
H 1.91118 -1.06894 6.44658 0.44
H 2.34445 -0.41436 -1.07865 0.48
H 1.66720 -4.86664 1.78390 0.51
H 1.03889 3.07411 1.29227 -0.05
H -1.35534 -1.19462 3.47697 0.23
```

largest force on an atom = 0.0115 hartree/bohr
HOMO-LUMO gap (alpha / beta) = 7.858 / 5.708 eV
relative energy (zero: lowest compared OMol25 entry of this formula, charge and spin) = 0.0 kcal per mole
multiplicity = 5
HOMO level (alpha / beta) = -16.752 / -17.051 eV
net charge = +3

=====

No. 2
DFT (ωB97M-V/def2-TZVPD) results for an isolated molecule of C2H3NOS3 in a non-equilibrium geometry.

Geometry as XYZ:
```
10
Properties=species:S:1:pos:R:3:mulliken_charge:R:1
S 2.06352 0.88458 -1.17229 -0.27
S 0.87433 1.24918 1.56274 0.11
S -1.12685 -0.35194 -1.63266 -0.24
O -0.20932 0.11698 2.14572 -0.23
N -0.97107 -0.42584 1.05500 -0.22
C 0.98899 0.55575 -0.00819 0.19
C -0.20033 -0.48449 -0.13863 -0.03
H -1.91283 0.03755 0.79077 0.27
H 0.05523 -0.03547 -2.34276 0.15
H 0.43835 -1.54630 -0.25970 0.27
```

largest force on an atom = 0.0909 hartree/bohr
HOMO-LUMO gap = 8.448 eV
SMILES string = S=C1SON[C@H]1S
relative energy (zero: lowest compared OMol25 entry of this formula, charge and spin) = 69.5 kcal per mole
HOMO level = -9.180 eV

=====

> relative energy (zero: lowest compared OMol25 entry of this formula, charge and spin) of number 1 (C25H31BrN4O5PPt)?

0.0 kcal per mole

=====

> Among the records above, which one has the lowest largest force on an atom?

C25H31BrN4O5PPt

=====

> Among the records above, which one has the highest largest force on an atom?

C2H3NOS3